Entry 1:
# C19H11AsCl2MnN5O2S4

A molecular structure, C19H11AsCl2MnN5O2S4 (the ωB97M-V functional and the def2-TZVPD basis, the Open Molecules 2025 dataset).

```
! RIJCOSX wB97M-V def2-TZVPD def2/J DEFGRID3
* xyz 2 1
As -1.66975 -3.00379 0.53143
Mn 0.17795 -0.49969 -0.02285
Cl -3.63000 5.22911 -0.45442
Cl -1.61423 5.90530 1.78743
S -3.28618 -4.02761 -0.45914
S 0.26543 -2.94438 -0.30677
S -1.84995 -1.05090 1.29169
S -2.50758 -4.75865 1.44838
O 2.03475 2.48853 2.06509
O -3.24801 0.41684 -1.91131
N 0.40475 1.30140 0.92488
N 1.26819 -0.93531 1.88389
N 3.06017 0.27270 -0.94577
N -1.24784 0.73127 -0.74831
N -0.01022 -0.86833 -2.15295
C -1.48693 4.40176 1.02376
C 1.49050 1.44615 1.84695
C -0.74917 -1.79340 -4.67466
C 2.63008 0.10876 3.58101
C 1.49510 -2.10675 2.47835
C -1.23414 -0.65374 -2.65218
C 2.26913 -2.23598 3.62505
C 0.85767 -1.52971 -2.91977
C -0.50761 3.54345 1.38947
C 0.53258 -1.98698 -4.18743
C -1.65945 -1.10622 -3.88488
C 2.85952 -1.12077 4.18473
C -0.43334 2.27840 0.73285
C -1.43844 1.92868 -0.29489
C -2.46438 4.07109 -0.04369
C 2.00125 -0.05276 -0.63547
C 1.82872 0.14528 2.45940
C -2.44390 2.87758 -0.67191
C -2.08826 0.18086 -1.78406
H -2.67170 -0.90161 -4.20575
H 1.28118 -2.50524 -4.76948
H 1.83562 -1.72869 -2.50523
H -1.03221 -2.16356 -5.65038
H 3.98398 0.56022 -1.21643
H 2.40106 -3.21772 4.05755
H 1.05505 -2.97636 2.01809
H 3.47349 -1.19922 5.07120
H 3.04144 1.03085 3.96722
H 0.20498 3.81587 2.15029
H -3.17934 2.63329 -1.42099
*
```

The calculation puts the HOMO energy at -14.1 eV. The lowest unoccupied orbital energy is -8.52 eV. The calculation puts the total energy at -7054.27177 Eh.

Entry 2:
# C3H9NO2

2 unconnected molecules or ions with the total composition C3H9NO2 at a distorted geometry (the ωB97M-V functional and the def2-TZVPD basis, the Open Molecules 2025 dataset).

```
! RIJCOSX wB97M-V def2-TZVPD def2/J DEFGRID3
* xyz 0 1
O -3.02953 0.89277 0.15525
O 1.03311 0.61367 -1.47388
N -1.43240 -0.91360 -0.31843
C -2.19661 -0.13210 0.74303
C 2.82431 0.33571 0.18239
C 1.66647 -0.08744 -0.64261
H -2.90420 -0.70060 1.36067
H 1.41167 -1.13044 -0.34429
H 3.12755 1.29536 -0.37656
H -0.70113 -0.59389 -0.91369
H 3.58618 -0.44018 0.21417
H -2.42557 1.58762 -0.09951
H -1.87203 -1.51953 -1.01410
H 2.38019 0.42460 1.15260
H -1.46801 0.36806 1.37496
*
```

The SMILES is CC=O.NCO. As for the energy relative to the best compared isomer or geometry (same formula, charge and spin): 60.9 kcal per mole. The calculation puts the HOMO energy at -9.1 eV. The lowest unoccupied orbital energy is 0.80 eV. The calculation puts the total energy at -324.87558 Eh.

Entry 3:
# C17H51NO18P5

5 unconnected molecules or ions with the total composition C17H51NO18P5 at a distorted geometry (the ωB97M-V functional and the def2-TZVPD basis, the Open Molecules 2025 dataset).

```
! RIJCOSX wB97M-V def2-TZVPD def2/J DEFGRID3
* xyz -1 1
P 11.10708 0.56988 -2.66132
P 4.37182 2.32848 -2.70231
P -9.84976 -3.26577 0.92439
P -1.46598 -0.45039 -2.81140
P -4.95586 0.76435 6.69287
O -5.67862 -0.06959 7.92789
O 10.65142 1.74187 -1.88556
O -3.65687 1.26486 5.81077
O -1.71446 0.47011 -1.66442
O 12.48979 1.07773 -3.38027
O 2.88093 2.59497 -2.11902
O 11.82352 -0.56126 -1.77169
O 5.96092 2.22112 -2.32813
O 4.18735 1.33156 -3.77928
O -10.22943 -1.70644 1.65740
O -5.31303 -0.31644 5.57024
O -0.69897 -1.79655 -2.36607
O -0.10984 0.26187 -3.44048
O 9.78216 -0.36181 -2.81465
O -2.90528 -1.25351 -2.78880
O 4.46018 3.84559 -3.23387
O -8.31153 -2.60739 0.38938
O -5.78761 1.99452 6.68549
N -4.27385 -3.10275 1.51197
C -4.32863 -1.80766 0.78742
C 13.20378 -0.90987 -1.83666
C -6.71926 -0.91635 0.68709
C -0.34143 1.33642 -4.37161
C -2.66507 2.03857 6.49846
C -4.00350 -0.60395 -3.45923
C 2.37238 1.63660 -1.16251
C 5.62454 4.66508 -3.18828
C -5.25838 0.25315 9.26153
C 0.63755 -2.13023 -2.72628
C -9.11946 -0.83540 1.59532
C -5.37273 -0.89409 1.44932
C 6.34214 1.19343 -1.38962
C 12.34915 1.80283 -4.61811
C -7.85848 -1.67888 1.36470
C -5.87569 -1.60804 5.84046
C 8.85427 -0.00350 -3.86065
H 13.79819 -0.18435 -1.28162
H -9.41990 -4.55543 0.40782
H -5.45090 1.30664 9.47488
H -6.57044 -1.35806 -0.29402
H -5.72705 -2.23543 4.96407
H 11.88402 1.18052 -5.38331
H -1.89176 2.29697 5.77988
H -7.02926 0.11520 0.50002
H 13.55922 -0.97365 -2.86160
H 1.34110 -1.59053 -2.09235
H -6.94526 -1.51022 6.01766
H -2.21212 1.46678 7.31094
H 11.75673 2.70578 -4.46240
H -3.39647 -3.13591 2.01000
H 6.29739 4.40413 -4.00543
H 8.48013 1.00890 -3.69701
H -9.12794 -0.24537 2.51777
H -5.39445 -2.07887 6.69371
H -7.63920 -2.19288 2.30560
H 2.32897 0.64410 -1.61279
H 0.62854 1.72100 -4.67636
H -9.29204 -0.20281 0.71215
H 8.02154 -0.69930 -3.82573
H 6.06581 0.21076 -1.77686
H -5.45904 -1.10150 2.51159
H 0.76488 -3.19865 -2.55975
H -3.35091 -1.32620 0.86993
H -3.10630 2.95600 6.89440
H -11.13427 -3.78737 1.38813
H 9.32714 -0.06846 -4.84112
H 1.36803 1.94080 -0.88347
H -4.97124 0.11884 1.34273
H 6.14596 4.57928 -2.23886
H -3.80575 -0.50394 -4.52772
H 7.42191 1.23976 -1.26549
H 13.31713 -1.88610 -1.36920
H -4.18240 0.38013 -3.02272
H -5.83588 -0.36139 9.94722
H 5.30359 5.69745 -3.31550
H -10.55541 -2.89134 -0.28653
H 5.86900 1.35748 -0.42125
H 2.99803 1.61136 -0.26926
H 0.84499 -1.91528 -3.77133
H -4.52638 -1.90833 -0.27638
H 13.34472 2.08147 -4.95137
H -0.91292 2.13367 -3.89260
H -4.28264 -3.88253 0.87037
H -9.29444 -3.66726 2.22158
H -4.88618 -1.22157 -3.32054
H -0.87316 0.97897 -5.25456
H -4.19852 0.03363 9.40218
*
```

The calculation puts the HOMO energy at -3.2 eV. The lowest unoccupied orbital energy is 0.66 eV. The calculation puts the total energy at -3794.15991 Eh.

Entry 4:
# C16H29N4O2

A gas-phase ion, C16H29N4O2 (charge +1) (the ωB97M-V functional and the def2-TZVPD basis, the Open Molecules 2025 dataset).

```
! RIJCOSX wB97M-V def2-TZVPD def2/J DEFGRID3
* xyz 1 1
O -0.18507 4.16240 1.45873
O -1.37933 2.53632 0.48372
N -1.58522 -0.33055 -2.90208
N 4.22190 -0.49228 -0.27391
N -0.43705 0.18466 -0.83291
N 0.44939 -1.29613 -2.07345
C 0.66654 4.57016 0.34421
C -2.77656 -2.66993 -0.63136
C 1.86595 5.33018 0.89921
C -0.17724 0.58618 2.03348
C 2.49780 -2.01480 -0.84132
C 3.73391 -2.17555 1.44949
C 1.27346 -1.17859 -0.95675
C -3.33566 -1.60736 -1.59930
C -2.55599 -1.46556 -2.90765
C 1.06898 0.37009 1.14518
C 0.71032 -0.24790 -0.16941
C -0.67545 2.91803 1.39927
C -3.88448 -3.43379 0.08714
C -0.28446 2.01704 2.56084
C 3.53977 -1.48092 0.12269
C -0.58407 -0.46592 -1.97746
H 0.60432 -1.89552 -2.86787
H 2.23508 -3.04354 -0.59021
H -3.33617 -0.65110 -1.06962
H 1.74061 5.45932 1.97017
H -2.15127 -3.38764 -1.16571
H -2.08409 0.53386 -2.72501
H 0.97667 3.67691 -0.19468
H 0.64746 2.37066 2.99332
H -1.07611 0.90114 -0.48760
H 3.00077 -2.96391 1.60305
H -2.15644 -2.19547 0.13349
H 1.55558 1.32239 0.92365
H -1.07721 2.06887 3.30802
H 0.06951 5.20060 -0.30765
H 4.74027 -2.57793 1.52378
H 2.97594 -2.03627 -1.82238
H -0.18046 -0.11644 2.86482
H 1.95819 6.30631 0.43144
H -1.09670 0.39742 1.49066
H 4.91443 -0.22398 0.42538
H -3.47770 -4.21030 0.73195
H 1.75766 -0.27127 1.68518
H -4.48394 -2.76829 0.70754
H -4.37655 -1.84957 -1.80716
H -1.98379 -2.36934 -3.10242
H -3.23599 -1.28253 -3.73377
H -4.55026 -3.91198 -0.63056
H 2.79365 4.79612 0.70646
H 3.58125 -1.45121 2.25039
*
```

The SMILES is [H]/N=C(\C)Cc1[nH]c(NCCCC)[nH+]c1CCCC(=O)OCC. As for the energy relative to the best compared isomer or geometry (same formula, charge and spin): 0.0 kcal per mole. The calculation puts the HOMO energy at -12.3 eV. The lowest unoccupied orbital energy is -2.12 eV. The calculation puts the total energy at -996.37206 Eh.

Entry 5:
# C5H6N2S

2 unconnected molecules or ions with the total composition C5H6N2S at a distorted geometry (the ωB97M-V functional and the def2-TZVPD basis, the Open Molecules 2025 dataset).

```
! RIJCOSX wB97M-V def2-TZVPD def2/J DEFGRID3
* xyz 0 1
S 2.39282 0.20081 0.13927
N -0.07473 0.77228 0.01234
N -1.26808 1.34354 0.09393
C -1.42631 -0.87336 0.51927
C -0.11508 -0.57178 0.26172
C -2.09623 0.36499 0.39812
C 1.14115 1.30955 -0.28735
C 1.21219 -1.21370 0.15082
H 1.30254 2.36980 -0.28159
H -3.14024 0.56529 0.53466
H -1.85476 -1.82412 0.76024
H 1.32632 -1.74080 -0.80154
H 1.45938 -1.88294 0.97212
H 1.14104 1.18046 -2.47201
*
```

As for the energy relative to the best compared isomer or geometry (same formula, charge and spin): 105.5 kcal per mole. The calculation puts the HOMO energy (alpha / beta) at -8.9 / -7.4 eV. The lowest unoccupied orbital energy (alpha / beta) is -0.18 / -0.24 eV. The calculation puts the total energy at -701.67088 Eh.